(1)
# C2H9NO4

A 3-piece molecular cluster, C2H9NO4 overall at a distorted geometry (wB97M-V/def2-TZVPD, the Open Molecules 2025 dataset).

Summary:
- orbital gap (hartree) = 0.3660
- structure (SMILES) = NCC(=O)O.O.O
- E_tot (a.u.) = -437.308767

Atoms and positions in Å:
H  1.582  1.518  1.098
C  0.076  -0.475  0.438
O  0.273  -1.742  0.844
C  -0.134  0.408  1.681
H  -0.610  2.518  -0.691
N  0.695  1.583  1.550
H  -0.037  -2.281  -2.594
O  -0.356  2.820  -1.569
H  -0.608  -1.953  -1.221
O  -0.206  -0.068  -0.654
H  0.835  -2.338  0.326
H  -0.159  2.008  -2.044
H  0.540  2.348  2.169
H  -1.152  0.788  1.570
H  0.007  -0.171  2.570
O  -0.293  -2.689  -1.758

Atomic partial charges in e from the Mulliken method, atoms 1 to 8: H 0.163; C 0.608; O -0.500; C -0.346; H 0.317; N -0.411; H 0.311; O -0.640

***

(2)
# C2H2I2OS

C2H2I2OS as an isolated structure at a distorted geometry (wB97M-V/def2-TZVPD, the Open Molecules 2025 dataset).

Summary:
- orbital gap (spin up / spin down) (hartree) = 0.2811 / 0.2527
- E_tot (a.u.) = -1146.061123

Atoms and positions in Å:
O  -1.241  -1.470  -1.252
H  -2.173  -1.571  0.726
C  0.717  0.541  0.513
H  0.480  1.638  -1.385
I  2.013  -0.562  -0.793
S  0.480  2.082  -0.217
C  -1.508  -1.200  -0.148
I  1.232  0.541  2.556

How positive or negative is each atom? The Mulliken charges in e answer that: O -0.289; H 0.227; C -0.317; H 0.094; I 0.098; S -0.078; C 0.172; I 0.093

***

(3)
# C26H58B3I3N6O10Si

A 7-piece molecular cluster, C26H58B3I3N6O10Si overall at a distorted geometry (wB97M-V/def2-TZVPD, the Open Molecules 2025 dataset).

Summary:
- orbital gap (hartree) = 0.3302
- structure (SMILES) = C[C@H](I)[C@@H](I)B1OB(CC(=O)I)OB([Si](C)(C)C)O1.CN(C)C=O.CN(C)C=O.CN(C)C=O.CN(C)C=O.CN(C)C=O.CN(C)C=O
- E_tot (a.u.) = -3363.787447

Atoms and positions in Å:
H  -6.389  2.332  8.068
C  -3.451  1.900  1.020
O  -2.830  1.895  6.865
H  2.525  5.392  -5.158
H  7.377  4.273  -0.432
H  0.086  -4.980  7.709
H  9.933  2.592  -2.691
H  -3.324  -0.669  -3.119
C  0.640  -5.053  6.770
H  -7.438  2.622  -4.705
H  -2.492  2.379  1.275
N  -1.662  0.581  -3.037
H  -5.323  4.345  5.259
H  2.662  -7.570  2.338
H  7.560  0.186  0.081
O  5.940  1.929  -4.035
H  1.086  -3.098  5.157
O  5.211  0.495  -2.028
I  4.244  3.520  -6.836
N  -0.212  -4.611  5.684
N  -6.312  0.917  -5.092
I  4.308  4.774  -2.919
H  -2.563  -0.620  2.710
C  3.361  -1.431  -0.749
B  4.273  -0.117  -2.932
O  -4.145  2.310  0.105
C  -7.327  -0.003  -5.566
H  8.940  4.145  -2.194
O  2.822  -7.140  -0.389
H  -8.166  0.543  -5.999
C  1.874  -4.493  1.866
H  2.464  -4.363  2.778
H  0.929  -6.092  6.596
H  -4.987  -0.282  0.579
H  -1.088  0.694  -5.035
H  2.169  -3.736  1.139
H  -1.105  -0.954  -4.352
C  -6.235  3.006  7.224
H  -6.646  2.574  -6.304
H  9.224  0.946  0.061
C  -2.593  -0.321  -2.384
C  1.764  -6.969  2.177
H  0.190  0.192  -3.908
O  4.281  0.123  -4.353
H  -5.688  2.910  -4.843
H  -5.828  0.804  1.704
H  -3.409  0.473  3.840
H  -2.153  2.142  -1.786
C  3.129  -1.081  -2.292
H  0.813  -4.376  2.096
N  -3.749  0.841  1.821
H  -1.587  -6.124  6.153
H  1.188  4.081  -5.502
C  6.878  3.261  -0.282
C  -1.458  -5.311  5.439
H  -1.981  1.045  2.945
N  2.098  -5.828  1.347
H  -6.406  4.035  7.552
H  -4.480  1.198  -4.193
H  5.753  3.355  -0.505
C  2.613  -6.047  0.102
C  1.838  4.590  -4.710
H  7.018  2.876  0.787
H  1.021  -7.582  1.662
O  2.443  -1.226  0.071
H  8.492  3.198  -3.688
C  -1.507  1.873  -2.637
H  -2.288  -4.607  5.530
H  -7.677  -0.613  -4.731
H  -2.039  -1.175  -1.984
H  -5.085  -0.700  2.311
H  8.700  -0.311  -1.259
H  2.111  -0.594  -2.479
O  -0.744  2.681  -3.141
C  -2.869  0.413  2.892
C  8.383  0.586  -0.625
Si  7.641  2.050  -1.607
H  -6.889  -0.662  -6.321
I  5.232  -2.289  0.008
H  1.209  5.085  -3.890
C  -6.529  2.342  -5.243
C  -5.184  0.415  -4.518
N  -4.886  2.892  6.709
C  -4.492  3.715  5.581
C  3.474  2.532  -5.044
C  -3.974  2.036  7.250
H  2.245  2.910  -3.228
H  -4.180  3.069  4.757
C  2.834  3.539  -3.971
O  -0.547  -3.137  3.959
H  2.832  -5.116  -0.446
H  -3.647  4.343  5.873
H  -1.450  -5.712  4.422
B  6.108  1.421  -2.690
C  -0.872  0.092  -4.149
H  1.538  -4.438  6.837
H  -3.116  0.181  -1.568
O  -4.942  -0.768  -4.362
B  4.616  1.548  -4.456
H  -6.943  2.754  6.430
C  8.905  3.074  -2.618
C  0.122  -3.558  4.885
H  -4.374  1.459  8.100
H  3.172  -2.070  -2.870
H  2.609  1.859  -5.407
C  -4.985  0.117  1.596
H  1.366  -6.638  3.137

Atomic partial charges in e from the Mulliken method, atoms 1 to 8: H 0.299; C 0.065; O -0.576; H 0.504; H 0.272; H 0.348; H 0.280; H 0.431